1.
Here is a cluster of 3 separate species, C12H30ClN2O4 in total at a distorted geometry from the OMol25 dataset. Energies are from wB97M-V/def2-TZVPD.

Output
- E_HOMO: -4.60 eV
- Energy above the lowest of the compared OMol25 structures with the same formula, charge and spin: 125.3 kJ/mol
- Total charge: -1

The geometry in XYZ format:
```
49
C12H30ClN2O4, DFT wB97M-V/def2-TZVPD
Cl 25.602 7.397 9.814
C 27.492 11.785 14.057
O 28.023 11.018 12.972
C 27.171 10.932 11.792
C 28.069 10.285 10.698
N 28.530 8.960 11.056
C 29.337 8.294 9.984
C 30.695 9.018 9.607
O 31.296 9.507 10.747
C 32.341 10.436 10.535
H 26.590 11.357 14.495
H 27.239 12.813 13.796
H 28.304 11.796 14.784
H 26.892 11.883 11.339
H 26.273 10.351 12.002
H 28.882 10.963 10.441
H 27.476 10.166 9.792
H 27.624 8.516 11.005
H 28.729 8.093 9.102
H 29.560 7.265 10.267
H 30.395 9.840 8.957
H 31.302 8.353 8.992
H 32.039 11.480 10.614
H 32.871 10.225 9.606
H 33.192 10.330 11.209
C 28.299 12.040 6.534
O 27.302 11.052 6.287
C 27.781 9.774 6.448
C 26.776 8.656 6.169
N 27.100 7.356 6.779
C 28.517 6.885 6.687
C 28.819 5.648 7.584
O 28.394 4.394 7.046
C 29.258 3.884 6.067
H 27.870 13.041 6.581
H 29.077 12.072 5.771
H 28.860 11.883 7.455
H 28.171 9.723 7.464
H 28.672 9.647 5.833
H 26.718 8.432 5.104
H 25.866 9.083 6.591
H 26.730 7.242 7.712
H 29.200 7.701 6.923
H 28.769 6.584 5.670
H 28.292 5.755 8.532
H 29.882 5.586 7.821
H 30.227 3.571 6.457
H 29.339 4.607 5.255
H 28.808 2.953 5.724
```

2.
Here is a structure of composition C12H30CrF6N2O4P at a distorted geometry from the OMol25 dataset. Energies are from wB97M-V/def2-TZVPD.

Output
- E_HOMO (alpha / beta): -12.69 / -12.69 eV
- Multiplicity: 5
- <S²>: 6.008
- Total charge: +1

The geometry in XYZ format:
```
56
C12H30CrF6N2O4P, DFT wB97M-V/def2-TZVPD
Cr 8.769 -6.326 13.981
P 5.446 -6.987 12.040
F 5.276 -5.904 13.244
F 4.667 -5.974 11.048
F 6.830 -6.251 11.683
F 5.547 -8.099 10.797
F 6.426 -7.890 12.937
F 4.089 -7.737 12.602
C 10.612 -9.218 11.783
O 10.760 -8.584 13.096
C 11.538 -9.412 13.869
C 11.235 -9.063 15.380
N 11.237 -7.631 15.581
C 12.530 -6.976 15.390
C 13.736 -7.379 16.232
O 14.926 -6.757 15.756
C 16.081 -6.870 16.591
H 10.119 -10.184 11.891
H 11.527 -9.332 11.202
H 9.851 -8.716 11.185
H 12.579 -9.219 13.612
H 11.350 -10.457 13.621
H 11.849 -9.561 16.130
H 10.229 -9.428 15.588
H 11.157 -7.541 16.583
H 12.437 -5.924 15.660
H 12.767 -6.903 14.328
H 13.844 -8.463 16.197
H 13.592 -6.989 17.240
H 15.808 -6.427 17.549
H 16.979 -6.330 16.291
H 16.396 -7.905 16.717
C 6.782 -7.641 16.468
O 7.596 -6.518 16.158
C 7.225 -5.318 16.850
C 8.282 -4.235 16.602
N 8.284 -4.054 15.186
C 9.418 -3.147 14.923
C 9.801 -3.284 13.477
O 9.979 -4.690 13.006
C 10.892 -4.859 11.924
H 6.942 -7.966 17.496
H 6.935 -8.516 15.836
H 5.736 -7.374 16.321
H 7.110 -5.549 17.909
H 6.242 -4.928 16.587
H 9.150 -4.725 17.045
H 8.039 -3.296 17.099
H 7.552 -3.386 14.990
H 10.314 -3.354 15.507
H 9.231 -2.090 15.112
H 10.778 -2.812 13.367
H 9.142 -2.693 12.841
H 10.885 -5.938 11.768
H 11.901 -4.457 12.015
H 10.366 -4.417 11.078
```